No. 1
Computed, not measured: a cluster of 4 separate species, C26H38BClFN2O16P in total, with ωB97M-V/def2-TZVPD.

```
! RIJCOSX wB97M-V def2-TZVPD def2/J DEFGRID3
* xyz 0 1
C 0.06 -4.77 0.61
C 0.54 -3.94 -0.12
C 0.90 -2.61 -0.71
C 1.76 -1.72 0.21
C 1.31 -0.25 0.50
C 0.35 0.45 -0.50
C 0.64 0.29 -2.01
C 2.09 0.03 -2.36
O 2.36 -0.73 -3.24
O 3.14 0.63 -1.65
C 3.78 1.62 -2.35
C 4.78 2.43 -1.56
O 3.61 1.84 -3.51
C 0.79 1.96 -0.28
O 1.39 2.69 -1.01
N 0.35 2.27 1.01
C -1.01 1.69 1.13
O -1.05 1.15 2.45
C -1.93 2.94 1.26
C -3.38 2.62 1.70
F -3.62 3.14 2.95
C -1.17 0.70 -0.07
B -2.11 1.34 -1.23
O -1.69 2.39 -2.01
N -3.47 0.84 -1.48
C -3.51 0.32 -2.87
C -4.50 1.89 -1.31
P -2.23 -0.74 0.53
O -2.43 -1.80 -0.73
Cl -1.10 -1.88 1.90
H -0.19 -5.54 1.30
H -0.02 -2.17 -1.11
H 1.51 -2.85 -1.58
H 2.77 -1.71 -0.19
H 1.84 -2.24 1.17
H 0.93 -0.21 1.51
H 2.22 0.35 0.52
H 0.31 1.16 -2.59
H 0.09 -0.56 -2.42
H 4.25 3.07 -0.85
H 5.42 1.76 -0.97
H 5.35 3.07 -2.22
H 0.45 3.24 1.29
H -0.17 1.22 2.82
H -1.53 3.51 2.11
H -1.90 3.62 0.41
H -3.56 1.54 1.68
H -4.04 3.16 1.03
H -1.22 3.06 -1.49
H -2.50 0.05 -3.20
H -4.14 -0.57 -2.91
H -3.88 1.06 -3.58
H -4.97 1.79 -0.34
H -4.14 2.91 -1.52
H -5.29 1.69 -2.04
H -1.93 -1.51 -1.50
O 3.61 -5.08 0.78
C 4.20 -4.90 -0.23
O 5.56 -4.94 -0.35
C 5.88 -4.90 -1.74
C 4.66 -4.24 -2.33
O 3.62 -4.62 -1.43
H 6.79 -4.33 -1.91
H 6.02 -5.92 -2.10
H 4.74 -3.15 -2.35
H 4.44 -4.59 -3.34
O -2.05 5.13 -1.65
C -2.89 5.84 -1.19
O -2.82 7.19 -1.14
C -4.10 7.68 -0.73
C -4.68 6.50 0.01
O -4.04 5.39 -0.64
H -3.99 8.56 -0.11
H -4.67 7.94 -1.62
H -4.41 6.50 1.07
H -5.76 6.44 -0.08
O -0.50 -7.17 6.55
C 0.15 -6.42 5.90
O -0.36 -5.56 4.98
C 0.68 -4.67 4.59
C 1.93 -5.47 4.89
O 1.50 -6.30 5.97
H 0.60 -4.41 3.53
H 0.62 -3.76 5.18
H 2.23 -6.10 4.06
H 2.77 -4.85 5.19
*
```

Calculated values
Largest force on an atom   3.4 eV/A
LUMO energy   0.23 eV
Orbital gap   8.66 eV
SMILES   C#CCCC[C@]1(CC(=O)OC(C)=O)C(=O)N[C@@](O)(CCF)[C@]1(B(O)N(C)C)P(O)Cl.O=C1OCCO1.O=C1OCCO1.O=C1OCCO1

No. 2
Computed, not measured: a cluster of 2 separate species, C14H16 in total, with ωB97M-V/def2-TZVPD.

```
! RIJCOSX wB97M-V def2-TZVPD def2/J DEFGRID3
* xyz 0 1
C -2.60 1.65 -2.76
C -2.23 0.34 -2.12
C -2.34 0.21 -0.73
C -1.88 -0.89 -0.06
C -1.47 -2.03 -0.78
C -1.39 -1.92 -2.15
C -1.78 -0.75 -2.83
H -3.69 1.73 -2.80
H -2.15 1.76 -3.74
H -2.20 2.47 -2.16
H -2.71 1.05 -0.15
H -1.91 -0.97 1.03
H -1.17 -2.96 -0.32
H -0.99 -2.71 -2.76
H -1.83 -0.82 -3.91
C 2.13 2.83 1.38
C 2.05 1.33 1.54
C 1.49 0.52 0.55
C 1.41 -0.85 0.70
C 1.87 -1.46 1.87
C 2.39 -0.67 2.87
C 2.45 0.71 2.72
H 1.31 3.14 0.74
H 3.08 3.08 0.91
H 2.03 3.36 2.33
H 1.12 0.96 -0.37
H 0.99 -1.45 -0.09
H 1.90 -2.55 1.93
H 2.84 -1.08 3.77
H 2.79 1.27 3.58
*
```

Calculated values
Largest force on an atom   1.5 eV/A
LUMO energy   0.92 eV
Orbital gap   9.84 eV
SMILES   Cc1ccccc1.Cc1ccccc1

No. 3
Computed, not measured: an isolated molecule of C4H3N, with ωB97M-V/def2-TZVPD.

```
! RIJCOSX wB97M-V def2-TZVPD def2/J DEFGRID3
* xyz 0 1
C 1.86 0.75 -0.14
C 0.73 0.20 -0.50
C -0.41 -0.34 -0.75
C -1.50 -0.67 -0.14
N -2.59 -1.06 0.26
H 2.69 0.14 0.20
H 1.95 1.83 -0.18
H -2.72 -0.86 1.25
*
```

Calculated values
Largest force on an atom   0.6 eV/A
LUMO energy (spin up / spin down)   0.25 / 0.25 eV
Orbital gap (spin up / spin down)   8.90 / 8.90 eV
SMILES   C=C=C=C=N

No. 4
Computed, not measured: a cluster of 2 separate species, C6H12N2 in total, with ωB97M-V/def2-TZVPD.

```
! RIJCOSX wB97M-V def2-TZVPD def2/J DEFGRID3
* xyz 0 1
C 2.03 -0.26 0.70
C 1.47 1.20 -1.22
N 0.97 0.25 -0.19
C -0.32 0.80 0.54
C -0.63 1.75 1.25
H 2.85 -0.66 0.10
H 1.61 -1.05 1.32
H 2.41 0.54 1.32
H 2.26 0.74 -1.80
H 1.85 2.09 -0.72
H 0.63 1.45 -1.87
H -1.34 2.37 1.75
C -2.13 -1.64 0.65
C -1.48 -0.75 -0.38
N -2.11 -0.56 -1.47
H -1.54 -0.11 -2.19
H 0.29 -0.56 -0.59
H -2.40 -1.05 1.53
H -3.01 -2.15 0.26
H -1.42 -2.40 1.00
*
```

Calculated values
Largest force on an atom   2.1 eV/A
LUMO energy (spin up / spin down)   0.57 / 0.57 eV
Orbital gap (spin up / spin down)   7.15 / 7.15 eV

No. 5
Computed, not measured: a structure of composition CH3Br3Ca2O2, with ωB97M-V/def2-TZVPD.

```
! RIJCOSX wB97M-V def2-TZVPD def2/J DEFGRID3
* xyz 2 1
Ca 29.02 6.51 25.13
Ca 28.76 3.09 25.89
O 28.81 4.58 24.14
H 29.28 4.49 23.29
O 29.30 5.09 26.82
H 29.47 5.43 27.71
C 30.88 1.46 21.66
Br 32.13 1.99 23.03
Br 29.67 2.90 21.30
Br 29.90 -0.08 22.23
H 31.45 1.23 20.77
*
```

Calculated values
Largest force on an atom   1.4 eV/A
LUMO energy   -8.16 eV
Orbital gap   7.44 eV

No. 6
Computed, not measured: an isolated molecule of C3H4O2S2, with ωB97M-V/def2-TZVPD.

```
! RIJCOSX wB97M-V def2-TZVPD def2/J DEFGRID3
* xyz 0 1
O -1.86 -0.03 -1.05
S -1.08 0.11 0.11
O -1.75 0.31 1.34
C -0.04 -1.31 0.08
C 1.25 -1.06 0.01
S 1.80 0.60 0.23
C 0.04 1.42 -0.15
H -0.54 -2.21 -0.13
H 2.04 -1.76 0.28
H -0.05 2.42 0.47
H 0.19 1.52 -1.19
*
```

Calculated values
Largest force on an atom   4.1 eV/A
LUMO energy   0.29 eV
Orbital gap   9.63 eV
SMILES   O=S1(=O)C=CSC1

No. 7
Computed, not measured: a structure of composition C22H27KN2O2, with ωB97M-V/def2-TZVPD.

```
! RIJCOSX wB97M-V def2-TZVPD def2/J DEFGRID3
* xyz -2 1
K 0.19 -0.01 0.61
C -1.18 2.82 1.23
C -2.07 1.88 1.81
C -1.44 1.33 2.95
C -0.17 1.93 3.09
C -0.01 2.86 2.03
C 1.18 3.73 1.75
C 0.83 1.58 4.15
C -2.02 0.28 3.85
C -3.43 1.49 1.30
C -1.39 3.64 -0.01
H 0.94 4.80 1.77
H 1.63 3.54 0.76
H 1.98 3.57 2.48
H 0.43 1.71 5.17
H 1.73 2.20 4.09
H 1.17 0.53 4.08
H -2.53 0.69 4.74
H -1.25 -0.41 4.23
H -2.75 -0.34 3.33
H -4.22 1.66 2.04
H -3.50 0.43 1.01
H -3.70 2.06 0.41
H -1.33 4.72 0.17
H -2.37 3.44 -0.46
H -0.65 3.41 -0.79
C 2.83 -2.98 3.21
C 2.20 -2.49 1.91
O 1.52 -1.43 1.98
C 2.42 -3.26 0.76
C 1.91 -2.99 -0.58
C 2.31 -3.99 -1.64
N 1.18 -1.96 -0.86
N 0.79 -1.89 -2.22
C 0.05 -0.83 -2.46
O -0.35 0.10 -1.69
C -0.40 -0.71 -3.92
C -1.19 0.38 -4.27
C -1.64 0.55 -5.58
C -1.30 -0.37 -6.56
C -0.50 -1.46 -6.22
C -0.06 -1.63 -4.91
H 2.56 -2.28 4.01
H 3.92 -3.03 3.13
H 2.48 -3.98 3.48
H 3.03 -4.15 0.87
H 2.92 -4.77 -1.20
H 2.85 -3.51 -2.45
H 1.42 -4.44 -2.10
H -1.44 1.08 -3.48
H -2.26 1.40 -5.82
H -1.65 -0.25 -7.57
H -0.23 -2.19 -6.97
H 0.56 -2.47 -4.62
*
```

Calculated values
Largest force on an atom   1.3 eV/A
LUMO energy   4.65 eV
Orbital gap   5.05 eV

No. 8
Computed, not measured: a structure of composition C7H24GaN2O5, with ωB97M-V/def2-TZVPD.

```
! RIJCOSX wB97M-V def2-TZVPD def2/J DEFGRID3
* xyz -1 1
C -4.37 -0.42 0.01
N -3.91 -1.62 -0.75
C -2.43 -1.69 -0.90
Ga -1.62 -0.27 -2.17
O 0.29 -0.25 -1.78
C 0.50 0.71 -0.79
N 0.40 1.57 0.11
H -3.51 0.10 0.55
H -5.09 -0.78 0.84
H -4.89 0.36 -0.64
H -4.40 -1.74 -1.65
H -2.11 -2.72 -1.30
H -1.94 -1.53 0.14
H -2.13 1.20 -1.69
H -1.93 -0.54 -3.71
C 4.18 0.59 0.50
O 3.26 -0.09 1.34
H 5.18 0.48 0.91
H 4.15 0.16 -0.50
H 3.92 1.65 0.46
H 2.38 0.04 0.94
C 0.43 -1.73 -5.66
O -0.73 -2.15 -6.35
H 0.29 -0.71 -5.31
H 0.61 -2.38 -4.80
H 1.29 -1.76 -6.34
H -0.57 -3.06 -6.64
C -1.20 2.57 2.50
O -2.46 2.39 3.12
H -1.07 1.81 1.74
H -1.15 3.56 2.04
H -0.40 2.47 3.25
H -2.55 3.08 3.80
C 3.53 0.03 5.14
O 4.11 0.76 4.08
H 3.88 0.45 6.09
H 2.44 0.11 5.09
H 3.83 -1.02 5.08
H 3.79 0.37 3.25
*
```

Calculated values
Largest force on an atom   7.8 eV/A
LUMO energy   2.99 eV
Orbital gap   6.91 eV

No. 9
Computed, not measured: a cluster of 2 separate species, C5H15PSi in total, with ωB97M-V/def2-TZVPD.

```
! RIJCOSX wB97M-V def2-TZVPD def2/J DEFGRID3
* xyz 0 1
C 0.26 2.46 0.08
C -0.52 -0.35 -2.06
C -0.17 -2.14 0.34
C -2.29 0.15 0.70
C 0.37 1.05 0.51
Si -0.70 -0.41 -0.15
P 3.29 -0.62 0.02
H 0.69 3.03 0.83
H -0.73 2.78 -0.16
H 0.89 2.66 -0.76
H 0.47 -0.57 -2.43
H -1.21 -1.11 -2.36
H -0.88 0.54 -2.52
H -0.85 -3.01 0.20
H 0.78 -2.32 -0.11
H -0.02 -2.20 1.51
H -3.01 0.99 0.49
H -2.81 -0.73 0.76
H -1.85 0.19 1.81
H 0.93 0.87 1.38
H 4.19 0.25 0.76
H 3.17 -1.51 1.15
*
```

Calculated values
Largest force on an atom   3.5 eV/A
LUMO energy (spin up / spin down)   -0.95 / 0.67 eV
Orbital gap (spin up / spin down)   6.56 / 9.26 eV

No. 10
Computed, not measured: a structure of composition C35H32F11N4Os, with ωB97M-V/def2-TZVPD.

```
! RIJCOSX wB97M-V def2-TZVPD def2/J DEFGRID3
* xyz 1 5
Os -1.53 0.08 0.12
C -3.80 0.96 -1.64
N -3.38 1.09 -0.22
C -4.39 0.48 0.69
C -4.28 -1.02 0.56
N -2.86 -1.37 0.74
C -2.54 -2.72 0.93
C -3.17 -3.78 0.27
F -4.13 -3.54 -0.63
C -2.80 -5.10 0.46
F -3.41 -6.06 -0.21
C -1.76 -5.42 1.32
F -1.38 -6.68 1.48
C -1.12 -4.40 1.99
F -0.12 -4.68 2.83
C -1.52 -3.09 1.80
F -0.89 -2.16 2.53
C -3.10 2.52 0.11
C -1.78 2.94 -0.49
N -0.82 1.87 -0.18
C 0.60 2.05 -0.27
C 1.28 3.41 0.09
F 0.45 4.45 0.46
C 3.39 3.39 -0.42
F 4.09 4.57 -0.54
C 4.29 2.24 -0.68
F 5.59 2.42 -0.49
C 3.77 1.05 -0.91
F 4.52 -0.06 -0.97
C 2.30 0.85 -1.06
F 2.14 -0.24 -1.89
H -4.80 1.39 -1.77
H -3.82 -0.09 -1.93
H -3.10 1.48 -2.28
H -5.39 0.84 0.45
H -4.14 0.78 1.71
H -4.67 -1.35 -0.40
H -4.90 -1.50 1.33
H -3.04 2.60 1.19
H -3.92 3.15 -0.25
H -1.49 3.88 -0.05
H -1.85 3.10 -1.57
C -0.07 0.87 -3.34
C 0.91 2.00 -3.01
C 2.06 2.04 -4.03
C 1.47 2.04 -1.59
C 2.08 3.42 -1.22
C 2.57 3.34 0.91
C 2.62 2.19 1.85
C 1.98 1.03 1.67
C 1.66 0.27 2.97
C 0.22 0.59 3.41
C 1.97 -1.22 3.15
C 1.36 0.78 0.28
N 0.45 -0.38 0.18
C 0.95 -1.65 -0.02
C 2.26 -2.05 0.33
C 2.67 -3.35 0.13
C 1.82 -4.29 -0.44
C 0.55 -3.91 -0.86
C 0.15 -2.62 -0.66
F -1.05 -2.22 -1.16
H -0.59 1.10 -4.26
H -0.82 0.74 -2.55
H 0.44 -0.08 -3.48
H 0.36 2.94 -3.11
H 2.64 1.11 -3.99
H 2.73 2.88 -3.86
H 1.66 2.14 -5.05
H 2.00 4.20 -1.97
H 2.72 4.28 1.45
H 3.05 2.38 2.83
H 2.29 0.78 3.70
H -0.52 0.19 2.72
H 0.07 1.67 3.49
H 0.02 0.14 4.38
H 1.36 -1.87 2.53
H 1.77 -1.49 4.19
H 3.03 -1.43 2.96
H 2.94 -1.33 0.75
H 3.67 -3.64 0.42
H 2.15 -5.31 -0.59
H -0.12 -4.60 -1.36
*
```

Calculated values
Largest force on an atom   1.0 eV/A
LUMO energy (spin up / spin down)   -2.11 / -4.95 eV
Orbital gap (spin up / spin down)   8.89 / 6.22 eV
Expectation value of S²   6.033

No. 11
Computed, not measured: a cluster of 4 separate species, C13H30BO13S3 in total, with ωB97M-V/def2-TZVPD.

```
! RIJCOSX wB97M-V def2-TZVPD def2/J DEFGRID3
* xyz -1 1
C -3.40 0.47 -3.65
C -2.22 0.69 -4.59
C -1.56 -0.62 -5.03
C -0.97 -1.44 -3.87
B 0.33 -0.73 -3.12
C 0.08 -0.59 -1.49
O 0.62 0.58 -0.83
C -0.13 1.75 -1.05
C 0.72 2.85 -1.63
H -3.06 0.29 -2.63
H -4.07 1.33 -3.63
H -3.97 -0.41 -3.95
H -2.56 1.23 -5.48
H -1.47 1.32 -4.10
H -2.32 -1.20 -5.57
H -0.74 -0.40 -5.73
H -1.78 -1.70 -3.16
H -0.65 -2.40 -4.30
H 0.48 0.40 -3.59
H 1.35 -1.39 -3.33
H -1.00 -0.64 -1.26
H 0.52 -1.43 -0.93
H -0.53 2.09 -0.08
H -0.99 1.54 -1.70
H 0.13 3.76 -1.75
H 1.14 2.55 -2.59
H 1.55 3.06 -0.95
C 0.89 3.48 2.74
C -0.50 2.97 3.05
O -1.23 4.16 3.41
S -0.70 5.40 2.55
O -1.53 5.59 1.42
O -0.44 6.47 3.44
O 0.66 4.73 2.07
H 1.46 3.67 3.65
H 1.44 2.82 2.08
H -0.53 2.28 3.88
H -0.97 2.51 2.18
C -0.12 -0.82 7.23
C 0.97 0.22 7.07
O 1.70 -0.23 5.92
S 0.70 -0.92 4.87
O 0.31 0.03 3.89
O 1.23 -2.17 4.51
O -0.52 -1.10 5.89
H 0.25 -1.74 7.69
H -0.99 -0.45 7.78
H 1.65 0.26 7.91
H 0.56 1.21 6.87
C 1.47 -4.36 -0.74
C 2.66 -3.80 -1.49
O 2.86 -4.75 -2.56
S 1.43 -5.21 -3.09
O 1.02 -4.36 -4.14
O 1.45 -6.62 -3.27
O 0.60 -4.82 -1.78
H 1.75 -5.21 -0.11
H 0.94 -3.61 -0.16
H 3.57 -3.78 -0.89
H 2.45 -2.81 -1.91
*
```

Calculated values
Largest force on an atom   0.5 eV/A
LUMO energy   1.50 eV
Orbital gap   5.99 eV

No. 12
Computed, not measured: a structure of composition C2H4I2S, with ωB97M-V/def2-TZVPD.

```
! RIJCOSX wB97M-V def2-TZVPD def2/J DEFGRID3
* xyz 0 1
C 0.10 0.67 -0.54
C 0.42 -0.93 0.22
S -1.65 0.91 -0.77
I 2.54 -1.03 0.55
I -0.75 -1.26 1.96
H 0.53 1.41 0.12
H 0.59 0.64 -1.50
H 0.16 -1.68 -0.53
H -1.94 1.27 0.48
*
```

Calculated values
Largest force on an atom   3.6 eV/A
LUMO energy   -0.13 eV
Orbital gap   8.98 eV

No. 13
Computed, not measured: an isolated molecule of C7H4, with ωB97M-V/def2-TZVPD.

```
! RIJCOSX wB97M-V def2-TZVPD def2/J DEFGRID3
* xyz 0 1
C -1.46 -0.05 -0.12
C -1.12 -1.24 0.34
C 1.51 0.14 -0.37
C 0.77 -0.45 0.62
C -1.43 0.98 -0.78
C 0.01 -1.56 0.99
C 0.61 0.97 0.26
H 2.20 0.14 -1.24
H -1.81 1.68 -1.45
H 0.28 -2.55 1.18
H 0.43 1.93 0.57
*
```

Calculated values
Largest force on an atom   3.2 eV/A
LUMO energy   0.67 eV
Orbital gap   8.49 eV

No. 14
Computed, not measured: an isolated molecule of C6H7N, with ωB97M-V/def2-TZVPD.

```
! RIJCOSX wB97M-V def2-TZVPD def2/J DEFGRID3
* xyz 0 1
C 2.34 -0.79 0.65
C 1.28 -0.27 0.11
C 0.10 0.21 -0.21
C -0.32 1.59 0.19
C -0.87 -0.71 -0.91
C -2.12 -0.89 -0.15
N -3.07 -1.00 0.48
H 2.23 -0.97 1.71
H 3.28 -0.98 0.14
H -0.61 2.21 -0.67
H -1.18 1.51 0.87
H 0.48 2.10 0.73
H -1.12 -0.31 -1.90
H -0.41 -1.69 -1.06
*
```

Calculated values
Largest force on an atom   0.6 eV/A
LUMO energy   0.75 eV
Orbital gap   10.40 eV
SMILES   C=C=C(C)CC#N